Entry from the OMol25 dataset: C2H2N2O4 in the gas phase at a distorted geometry (ωB97M-V/def2-TZVPD).

Each line ends with the Mulliken charge.
CARTESIAN COORDINATES (ANGSTROEM)
1 O -2.53907 -0.85545 0.06424  -0.36
2 N -1.95219 0.40101 -0.13113  -0.30
3 C -0.70544 0.44338 -0.05846  0.65
4 O 0.11097 1.53152 0.00514  -0.13
5 N 1.41050 1.09088 0.10117  -0.33
6 C 1.32643 -0.17963 0.06263  0.63
7 O 2.30968 -1.04100 -0.03204  -0.46
8 O 0.10659 -0.70024 -0.04785  -0.36
9 H -1.85689 -1.59549 0.55390  0.34
10 H 2.01745 -1.90887 -0.28504  0.34

SMILES = O/N=c1/onc(O)o1
Energy above the lowest of the compared OMol25 structures with the same formula, charge and spin = 73.5 kcal per mole
Spin multiplicity = 1
HOMO level = -9.279 eV